A molecular structure, C34H29Cl5N2O3P2PdS2 in a non-equilibrium geometry, computed with wB97M-V/def2-TZVPD.

Structure (XYZ):
```
78
Properties=species:S:1:pos:R:3:lowdin_charge:R:1
Pd 0.79 -1.32 0.01 0.73
Cl -1.37 -3.04 0.17 0.74
C 0.04 -3.99 -0.23 -0.68
C 1.24 -3.32 -0.43 -0.35
C 2.34 -4.13 -0.69 -0.67
Cl 3.91 -3.45 -0.91 0.75
C 2.24 -5.52 -0.77 -0.70
Cl 3.62 -6.48 -1.11 0.69
C 1.01 -6.15 -0.58 -0.70
Cl 0.87 -7.86 -0.68 0.69
C -0.11 -5.37 -0.30 -0.70
Cl -1.63 -6.11 -0.04 0.70
O 0.98 0.56 -2.39 -0.10
N 0.20 -0.29 -2.74 -0.14
O 0.11 -1.31 -1.94 -0.31
C 0.27 -0.80 5.60 -0.10
O 0.45 -1.50 4.36 -0.24
C 1.05 -0.86 3.37 -1.23
S 1.57 0.69 3.42 0.72
S 1.34 -2.05 2.11 0.70
H -0.34 -1.47 6.20 0.10
H -0.24 0.15 5.43 0.05
H 1.23 -0.62 6.07 0.09
N -0.37 0.20 0.49 -0.34
P -1.63 1.06 0.32 0.73
C -1.49 2.52 -0.76 -0.29
C -0.52 3.47 -0.44 -0.11
C -0.33 4.58 -1.23 -0.08
C -1.10 4.76 -2.37 -0.08
C -2.06 3.83 -2.70 -0.08
C -2.26 2.71 -1.90 -0.07
C -3.11 0.16 -0.29 -0.28
C -4.32 0.16 0.40 -0.07
C -5.40 -0.57 -0.08 -0.08
C -5.29 -1.30 -1.25 -0.08
C -4.09 -1.31 -1.94 -0.08
C -3.00 -0.59 -1.46 -0.13
C -2.23 1.77 1.89 -0.29
C -2.78 3.05 1.99 -0.08
C -3.24 3.52 3.21 -0.08
C -3.17 2.71 4.34 -0.08
C -2.63 1.44 4.24 -0.08
C -2.16 0.98 3.03 -0.10
H 0.07 3.33 0.46 0.11
H 0.43 5.31 -0.96 0.10
H -0.95 5.63 -3.00 0.10
H -2.67 3.96 -3.59 0.10
H -3.03 1.99 -2.17 0.10
H -4.42 0.72 1.31 0.10
H -6.33 -0.56 0.47 0.10
H -6.13 -1.87 -1.62 0.10
H -3.99 -1.88 -2.85 0.11
H -2.07 -0.62 -2.00 0.07
H -2.85 3.68 1.11 0.10
H -3.66 4.51 3.28 0.10
H -3.53 3.08 5.29 0.10
H -2.58 0.81 5.12 0.10
H -1.72 -0.01 2.95 0.10
C 4.11 -0.58 0.84 -0.24
P 2.73 -0.19 -0.30 0.90
C 2.42 1.54 0.10 -0.24
C 3.45 -0.20 -1.96 -0.37
C 4.48 0.70 -2.21 -0.08
C 5.07 0.75 -3.45 -0.07
C 4.64 -0.09 -4.46 -0.07
C 3.61 -0.99 -4.22 -0.06
C 3.02 -1.04 -2.98 -0.14
H 4.81 0.24 0.74 0.06
H 4.60 -1.52 0.58 0.00
H 3.74 -0.63 1.86 0.00
H 3.34 2.10 -0.04 0.06
H 2.11 1.59 1.14 -0.04
H 1.63 1.91 -0.54 0.01
H 4.83 1.37 -1.43 0.10
H 5.87 1.46 -3.63 0.11
H 5.11 -0.05 -5.44 0.11
H 3.27 -1.64 -5.01 0.11
H 2.20 -1.73 -2.81 0.08
```

Computed properties:
LUMO: -1.78 eV
total charge: 0
HOMO level: -7.976 eV
HOMO-LUMO gap: 0.228 Eh
ΔE to the lowest compared entry with this formula, charge and spin: 55.56 kcal per mole

***

A molecular structure, C34H29MnN11P2, computed with wB97M-V/def2-TZVPD.

Structure (XYZ):
```
77
Properties=species:S:1:pos:R:3:lowdin_charge:R:1
Mn 0.77 -1.51 0.77 0.86
C -0.09 1.68 -2.54 -0.13
N -0.18 1.47 -1.07 -0.41
P 1.38 0.96 -0.32 1.04
C 2.46 2.15 -1.16 -0.40
C 3.63 1.70 -1.77 -0.09
C 4.45 2.60 -2.44 -0.07
C 4.11 3.94 -2.52 -0.08
C 2.94 4.40 -1.91 -0.08
C 2.12 3.50 -1.23 -0.12
C 1.31 1.63 1.39 -0.35
C 2.29 2.51 1.85 -0.08
C 2.35 2.87 3.19 -0.06
C 1.44 2.35 4.10 -0.07
C 0.47 1.45 3.66 -0.07
C 0.42 1.09 2.32 -0.15
P -1.50 0.65 -0.50 0.81
C -2.21 1.70 0.77 -0.29
C -1.81 3.02 0.95 -0.08
C -2.38 3.80 1.94 -0.07
C -3.36 3.26 2.76 -0.07
C -3.77 1.94 2.60 -0.07
C -3.19 1.17 1.60 -0.07
C -2.74 0.21 -1.70 -0.22
C -3.46 0.96 -2.63 -0.07
C -4.34 0.29 -3.47 -0.07
C -4.49 -1.09 -3.39 -0.05
C -3.79 -1.82 -2.44 0.00
C -2.93 -1.16 -1.57 -0.17
H 0.83 1.24 -2.93 0.08
H -0.08 2.74 -2.77 0.08
H -0.92 1.20 -3.06 0.06
H 3.91 0.66 -1.69 0.09
H 5.36 2.25 -2.91 0.11
H 4.75 4.64 -3.04 0.10
H 2.67 5.44 -1.96 0.10
H 1.22 3.86 -0.75 0.10
H 3.03 2.90 1.17 0.10
H 3.12 3.55 3.52 0.11
H 1.49 2.63 5.14 0.11
H -0.23 1.02 4.36 0.11
H -0.35 0.39 2.03 0.06
H -1.03 3.43 0.31 0.09
H -2.06 4.83 2.08 0.11
H -3.80 3.87 3.54 0.11
H -4.52 1.52 3.24 0.11
H -3.51 0.14 1.48 0.11
H -3.34 2.03 -2.71 0.12
H -4.90 0.85 -4.21 0.11
H -5.16 -1.60 -4.07 0.11
H -3.91 -2.90 -2.36 0.12
H -2.91 -1.93 0.38 0.14
N 3.38 -3.63 1.67 0.14
C 3.72 -2.36 1.29 -0.47
N 4.96 -1.93 1.16 0.04
N 4.84 -0.65 0.74 -0.06
N 3.60 -0.34 0.62 -0.13
N 2.84 -1.41 0.96 -0.09
C 2.10 -3.99 2.06 -0.48
N 1.84 -5.05 2.81 0.03
N 0.50 -5.03 2.95 -0.09
N -0.01 -4.03 2.34 -0.08
N 0.99 -3.34 1.72 -0.09
H 4.12 -4.20 2.03 0.14
N -1.13 -0.84 0.01 -0.22
C -2.17 -1.79 -0.42 -0.31
C -1.55 -3.13 -0.74 -0.24
C -1.97 -4.29 -0.13 -0.05
C -1.36 -5.51 -0.43 -0.07
C -0.32 -5.55 -1.34 -0.08
C 0.10 -4.39 -1.97 -0.07
C -0.52 -3.18 -1.68 -0.06
H -2.74 -4.25 0.63 0.12
H -1.67 -6.40 0.09 0.11
H 0.17 -6.49 -1.56 0.11
H 0.92 -4.42 -2.69 0.10
H -0.20 -2.27 -2.17 0.11
```

Computed properties:
2S+1: 6
LUMO (alpha / beta): -0.12 / -0.14 eV
⟨S²⟩: 8.757
total charge: 0
HOMO level (alpha / beta): -7.696 / -7.721 eV
HOMO-LUMO gap (alpha / beta): 0.278 / 0.279 Eh
ΔE to the lowest compared entry with this formula, charge and spin: 0.00 kcal per mole

***

A molecular structure, C34H29N8O2S2Ta, computed with wB97M-V/def2-TZVPD.

Structure (XYZ):
```
76
Properties=species:S:1:pos:R:3:lowdin_charge:R:1
Ta 0.03 -0.92 -0.20 1.86
O 0.88 -4.84 0.67 0.21
C 0.48 -3.72 0.76 -0.45
N 1.01 -2.64 -0.01 -0.15
C 2.24 -2.99 -0.72 -0.12
C 2.92 -1.72 -1.10 -0.24
C 4.21 -1.69 -1.59 0.04
C 4.75 -0.48 -1.97 0.03
C 3.99 0.68 -1.84 0.01
C 2.72 0.58 -1.33 -0.09
N 2.19 -0.60 -0.97 -0.02
C -0.56 -3.27 1.72 -0.26
C -1.12 -4.13 2.64 0.07
C -2.01 -3.61 3.58 0.04
C -2.29 -2.25 3.55 0.02
C -1.70 -1.46 2.58 -0.09
N -0.86 -1.96 1.68 -0.10
H 2.87 -3.62 -0.09 0.16
H 2.02 -3.59 -1.60 0.14
H 4.78 -2.61 -1.66 0.15
H 5.76 -0.43 -2.36 0.14
H 4.38 1.65 -2.12 0.13
H 2.10 1.46 -1.18 0.11
H -0.84 -5.18 2.62 0.15
H -2.47 -4.26 4.32 0.15
H -2.95 -1.81 4.28 0.14
H -1.92 -0.40 2.53 0.13
N -0.38 2.35 -2.93 0.24
C -0.74 3.13 -1.83 -0.15
C -1.01 4.49 -1.72 0.03
C -1.38 4.94 -0.47 -0.02
C -1.48 4.06 0.63 -0.03
C -1.21 2.71 0.50 -0.03
C -0.82 2.26 -0.75 -0.22
N -0.49 0.97 -1.22 0.00
C -0.26 1.09 -2.53 -0.27
C 0.04 -0.09 -3.32 -0.31
C 0.15 -0.26 -4.66 -0.26
S 0.34 -1.91 -5.01 1.21
C 0.26 -2.29 -3.36 -0.43
N 0.11 -1.25 -2.58 -0.13
H -0.25 2.69 -3.88 0.20
H -0.96 5.16 -2.57 0.14
H -1.62 5.98 -0.33 0.13
H -1.78 4.46 1.59 0.13
H -1.31 2.05 1.35 0.11
H 0.12 0.48 -5.45 0.11
H 0.30 -3.30 -2.99 0.10
C 1.74 -0.75 3.19 0.04
C 1.37 0.45 2.38 -0.25
O 0.74 0.27 1.26 -0.21
C 1.72 1.76 2.79 -0.15
C 1.74 2.82 1.85 0.00
C 2.19 4.06 2.23 -0.02
C 2.58 4.28 3.55 0.03
C 2.53 3.26 4.50 0.00
C 2.12 2.00 4.13 0.03
H 1.60 -1.66 2.61 0.07
H 1.11 -0.81 4.08 0.12
H 2.77 -0.68 3.52 0.12
H 1.45 2.63 0.83 0.09
H 2.25 4.86 1.51 0.13
H 2.94 5.26 3.85 0.14
H 2.81 3.45 5.53 0.14
H 2.07 1.21 4.87 0.13
S -2.03 -2.48 -0.92 0.76
C -3.45 -1.75 -1.59 -0.70
N -4.41 -2.62 -2.02 0.10
C -5.59 -2.19 -2.52 0.03
C -5.83 -0.85 -2.59 0.03
C -4.81 -0.01 -2.15 -0.03
N -3.65 -0.45 -1.66 0.08
H -4.23 -3.62 -1.95 0.17
H -6.29 -2.95 -2.84 0.16
H -6.76 -0.47 -2.98 0.14
H -4.93 1.07 -2.18 0.14
```

Computed properties:
LUMO: -12.42 eV
total charge: +4
HOMO level: -19.017 eV
HOMO-LUMO gap: 0.242 Eh
ΔE to the lowest compared entry with this formula, charge and spin: 2.18 kcal per mole

***

A molecular structure, C34H30Cl2N9O6STi in a non-equilibrium geometry, computed with wB97M-V/def2-TZVPD.

Structure (XYZ):
```
83
Properties=species:S:1:pos:R:3:lowdin_charge:R:1
Ti 0.34 0.77 -0.41 0.92
O 3.92 1.42 3.29 0.06
C 2.95 2.24 3.72 -0.27
C 3.10 2.83 4.97 -0.01
C 2.16 3.74 5.43 -0.08
C 1.04 4.05 4.68 -0.09
C 0.85 3.43 3.46 -0.03
C 1.80 2.54 2.96 -0.08
C 1.59 1.93 1.64 -0.38
O 0.42 1.81 1.14 -0.15
N 2.66 1.55 0.97 0.08
N 2.36 1.20 -0.30 -0.10
C 3.31 0.70 -1.03 -0.03
C 3.13 0.56 -2.45 -0.27
C 3.98 -0.28 -3.20 -0.01
C 3.82 -0.33 -4.57 -0.06
C 2.84 0.46 -5.16 -0.06
C 2.03 1.23 -4.33 -0.14
N 2.16 1.28 -3.02 0.10
H 3.72 1.17 2.36 0.07
H 3.97 2.58 5.56 0.12
H 2.32 4.21 6.39 0.10
H 0.32 4.77 5.03 0.10
H -0.02 3.63 2.85 0.12
H 4.27 0.44 -0.59 0.14
H 4.71 -0.89 -2.69 0.12
H 4.44 -0.97 -5.18 0.11
H 2.71 0.47 -6.23 0.10
H 1.24 1.85 -4.75 0.11
N -1.47 1.26 -2.57 0.02
N -1.41 2.49 -3.22 -0.07
C -0.68 3.49 -2.68 -0.82
N -0.72 4.69 -3.31 0.09
S 0.30 3.30 -1.35 0.81
H -1.38 0.48 -3.22 0.09
H -2.29 1.15 -1.98 0.08
H -2.14 2.72 -3.89 0.15
H -1.39 4.91 -4.03 0.10
H -0.21 5.44 -2.88 0.09
O 0.99 -0.69 0.49 -0.22
N 1.06 -1.81 -0.20 0.04
N 0.77 -1.61 -1.45 -0.22
O 0.50 -0.36 -1.85 -0.23
C 0.61 -2.66 -2.32 -0.25
C 0.56 -2.43 -3.70 -0.02
C 0.29 -3.47 -4.55 -0.09
C 0.06 -4.75 -4.06 -0.09
C 0.13 -4.98 -2.69 -0.08
C 0.41 -3.95 -1.82 -0.04
H 0.73 -1.43 -4.06 0.10
H 0.24 -3.30 -5.61 0.10
H -0.19 -5.55 -4.73 0.10
H -0.05 -5.98 -2.31 0.11
H 0.46 -4.11 -0.75 0.11
Cl -3.24 -2.53 3.92 0.77
C -3.70 -2.67 2.26 -0.57
C -4.96 -3.15 1.96 -0.11
C -5.37 -3.27 0.65 -0.09
C -4.51 -2.90 -0.37 -0.11
C -3.25 -2.43 -0.07 -0.52
Cl -2.20 -1.91 -1.36 0.87
C -2.79 -2.31 1.25 -0.31
N -1.50 -1.94 1.52 0.08
C -1.06 -1.10 2.57 -0.28
C 0.08 -1.49 3.26 -0.03
C 0.59 -0.70 4.28 -0.07
C -0.04 0.48 4.61 -0.08
C -1.14 0.90 3.89 -0.04
C -1.65 0.14 2.85 -0.18
C -2.76 0.69 2.00 -0.01
C -2.20 1.22 0.66 -0.58
O -2.57 2.28 0.18 0.06
O -1.40 0.42 0.05 -0.23
H -5.61 -3.45 2.77 0.10
H -6.35 -3.65 0.42 0.10
H -4.81 -2.97 -1.41 0.10
H -0.89 -1.91 0.72 0.07
H 0.57 -2.41 2.99 0.12
H 1.49 -1.00 4.80 0.11
H 0.34 1.10 5.41 0.10
H -1.60 1.85 4.11 0.12
H -3.27 1.51 2.51 0.13
H -3.50 -0.07 1.75 0.12
```

Computed properties:
2S+1: 2
LUMO (alpha / beta): -0.74 / -0.75 eV
⟨S²⟩: 0.766
total charge: 0
HOMO level (alpha / beta): -6.086 / -7.556 eV
HOMO-LUMO gap (alpha / beta): 0.196 / 0.250 Eh
ΔE to the lowest compared entry with this formula, charge and spin: 78.22 kcal per mole

***

7 unconnected molecules or ions with the total composition C34H30F48O8 in a non-equilibrium geometry, computed with wB97M-V/def2-TZVPD.

Structure (XYZ):
```
120
Properties=species:S:1:pos:R:3:lowdin_charge:R:1
F 2.56 -0.06 -1.86 0.07
C 3.08 -1.33 -1.88 -0.28
F 2.30 -2.05 -2.72 0.10
C 4.51 -1.28 -2.41 -0.44
F 4.47 -0.79 -3.69 0.13
F 5.04 -2.52 -2.43 0.13
C 5.40 -0.35 -1.59 -0.06
O 6.64 -0.18 -2.25 0.05
C 7.64 0.19 -1.39 -0.55
F 7.30 1.32 -0.76 0.18
F 7.88 -0.79 -0.49 0.14
C 8.88 0.34 -2.29 -0.28
F 10.02 0.67 -1.66 0.10
F 9.08 -0.79 -3.03 0.11
H 2.96 -1.70 -0.86 0.17
H 5.51 -0.79 -0.59 0.15
H 4.89 0.59 -1.37 0.15
H 8.67 1.12 -3.03 0.17
F 7.10 -3.04 0.59 0.09
C 8.09 -3.73 -0.02 -0.32
F 8.99 -4.09 0.93 0.09
C 7.65 -4.92 -0.88 -0.44
F 6.97 -4.50 -1.95 0.14
F 6.89 -5.78 -0.16 0.12
C 8.93 -5.67 -1.28 -0.07
O 8.67 -6.81 -2.06 0.03
C 9.40 -6.91 -3.25 -0.51
F 8.94 -5.97 -4.10 0.15
F 10.72 -6.71 -2.99 0.15
C 9.16 -8.33 -3.77 -0.29
F 9.79 -8.59 -4.93 0.10
F 9.45 -9.29 -2.85 0.10
H 8.66 -3.04 -0.64 0.15
H 9.47 -6.04 -0.40 0.15
H 9.59 -4.91 -1.71 0.12
H 8.07 -8.41 -3.91 0.17
F 9.09 -4.53 -9.88 0.10
C 9.22 -4.72 -8.55 -0.31
F 9.87 -5.90 -8.36 0.09
C 9.99 -3.62 -7.80 -0.41
F 9.85 -3.83 -6.47 0.13
F 9.30 -2.43 -8.01 0.09
C 11.41 -3.53 -8.35 -0.03
O 12.20 -2.74 -7.46 0.03
C 13.18 -2.00 -8.07 -0.53
F 13.89 -2.73 -8.95 0.16
F 12.58 -0.96 -8.73 0.13
C 14.07 -1.37 -6.98 -0.28
F 14.47 -2.30 -6.09 0.04
F 15.14 -0.72 -7.49 0.11
H 8.21 -4.74 -8.13 0.17
H 11.34 -3.11 -9.35 0.16
H 11.84 -4.52 -8.34 0.15
H 13.49 -0.61 -6.45 0.15
F 12.26 4.64 -1.65 0.10
C 13.34 4.11 -2.29 -0.29
F 14.20 3.73 -1.31 0.09
C 12.91 2.90 -3.12 -0.43
F 12.44 1.93 -2.28 0.11
F 14.02 2.40 -3.73 0.12
C 11.88 3.25 -4.16 -0.05
O 11.70 2.13 -5.01 0.04
C 10.96 2.34 -6.13 -0.54
F 9.83 3.01 -5.78 0.13
F 11.64 3.13 -6.98 0.16
C 10.56 1.05 -6.83 -0.25
F 10.27 1.31 -8.12 0.12
F 11.57 0.14 -6.75 0.08
H 13.89 4.82 -2.92 0.18
H 12.20 4.10 -4.77 0.15
H 10.93 3.56 -3.73 0.15
H 9.67 0.60 -6.37 0.18
F 18.01 -8.68 -0.76 0.11
C 17.55 -7.54 -1.30 -0.27
F 16.27 -7.75 -1.81 0.05
C 17.52 -6.34 -0.34 -0.42
F 18.82 -5.98 -0.05 0.11
F 16.91 -6.68 0.84 0.12
C 16.78 -5.14 -0.89 -0.06
O 17.25 -4.81 -2.19 0.06
C 16.75 -3.67 -2.70 -0.58
F 15.40 -3.69 -2.68 0.15
F 17.16 -2.62 -1.99 0.17
C 17.15 -3.52 -4.16 -0.25
F 16.60 -2.38 -4.66 0.08
F 18.51 -3.39 -4.29 0.09
H 18.09 -7.27 -2.22 0.17
H 16.88 -4.31 -0.19 0.13
H 15.71 -5.34 -0.89 0.15
H 16.85 -4.35 -4.81 0.18
F 16.16 -2.40 4.04 0.11
C 17.48 -2.70 4.03 -0.30
F 17.67 -3.95 4.50 0.11
C 18.11 -2.47 2.65 -0.44
F 17.60 -3.37 1.77 0.12
F 19.45 -2.67 2.68 0.12
C 17.92 -1.05 2.13 -0.04
O 16.53 -0.89 1.81 0.01
C 16.31 0.03 0.80 -0.55
F 16.85 1.21 1.13 0.17
F 16.80 -0.47 -0.34 0.16
C 14.80 0.18 0.77 -0.28
F 14.42 1.00 -0.25 0.09
F 14.09 -0.95 0.63 0.11
H 17.99 -1.98 4.69 0.17
H 18.55 -0.88 1.26 0.15
H 18.19 -0.32 2.90 0.15
H 14.51 0.64 1.72 0.18
O 11.29 -3.29 -1.59 0.12
C 12.03 -2.70 -2.32 -0.47
C 12.84 -1.42 -2.03 -0.06
C 12.94 -0.80 -3.41 -0.14
C 12.87 -1.98 -4.33 -0.15
O 12.04 -2.93 -3.63 0.06
H 12.29 -0.88 -1.27 0.11
H 13.82 -1.62 -1.60 0.11
H 12.21 -0.04 -3.66 0.09
H 13.87 -0.24 -3.57 0.12
H 12.42 -1.69 -5.28 0.10
H 13.82 -2.46 -4.57 0.11
```

Computed properties:
LUMO: 0.28 eV
total charge: 0
HOMO level: -10.127 eV
structure (SMILES): FC(F)C(F)(F)COC(F)(F)C(F)F.FC(F)C(F)(F)COC(F)(F)C(F)F.FC(F)C(F)(F)COC(F)(F)C(F)F.FC(F)C(F)(F)COC(F)(F)C(F)F.FC(F)C(F)(F)COC(F)(F)C(F)F.FC(F)C(F)(F)COC(F)(F)C(F)F.O=C1CCCO1
HOMO-LUMO gap: 0.382 Eh

***

| no. | E_tot (Eh) |
| --- | --- |
| 1 | -5556.0389 |
| 2 | -3749.1095 |
| 3 | -2753.8021 |
| 4 | -4425.9451 |
| 5 | -6709.1119 |